# 1
{"formula": "C4H10S", "method": "wB97M-V/def2-TZVPD", "elements": ["C", "C", "H", "H", "H", "H", "H", "H", "H", "H", "S", "H", "H", "C", "C"], "coordinates": [[0.08100, -6.34401, -3.73326], [-1.41701, 4.36692, 1.84504], [-1.95497, 3.61779, 2.40051], [-0.79216, -6.50623, -3.09017], [1.42245, -5.57812, -2.27983], [0.66155, 5.01161, 2.15714], [2.19950, -6.16462, -3.74265], [1.17417, 2.62712, 3.73016], [-1.71760, 4.26632, 0.80902], [-1.64014, 5.36653, 2.22379], [0.29685, 3.66837, 3.91631], [-0.13065, -5.74508, -4.63207], [0.48788, 3.49221, 1.38578], [1.27907, -6.18292, -3.16731], [0.05005, 4.10409, 2.17753]], "relative_energy_kj_mol": 282.7, "homo_ha": -0.33059, "gap_ha": 0.361}


# 2
{"formula": "C47H58BaFN3O3", "method": "wB97M-V/def2-TZVPD", "elements": ["H", "H", "C", "H", "N", "C", "H", "H", "H", "H", "H", "H", "H", "C", "C", "N", "H", "H", "H", "H", "C", "C", "C", "H", "C", "H", "H", "H", "H", "H", "C", "H", "C", "C", "C", "H", "C", "C", "H", "C", "H", "C", "C", "C", "C", "C", "H", "H", "C", "C", "H", "H", "C", "C", "N", "H", "H", "H", "H", "C", "O", "C", "H", "C", "C", "C", "H", "C", "C", "C", "C", "H", "H", "C", "H", "H", "H", "C", "C", "C", "H", "H", "C", "C", "O", "H", "C", "C", "H", "H", "C", "C", "O", "H", "C", "H", "H", "C", "H", "C", "H", "H", "H", "H", "H", "C", "H", "H", "Ba", "H", "H", "H", "F"], "coordinates": [[-2.48442, -8.53131, 3.83893], [-2.10898, 4.34890, 3.12696], [2.70641, 0.89532, 0.57282], [-0.65609, -7.05999, 3.02841], [-1.87448, -5.49958, 2.46944], [-0.65091, -0.72283, -5.46257], [-0.37360, 3.51871, -5.12582], [1.97052, 0.62593, -4.77763], [-1.24146, -2.61261, -6.28245], [2.19804, 3.14502, 4.08460], [2.07591, 0.60693, -2.35444], [1.04500, 3.25778, -2.30701], [-2.08238, 0.57203, 2.75081], [-2.64623, -7.46248, 3.69599], [-2.19079, -2.77634, 1.77695], [-1.51883, 0.60077, -2.09369], [0.21834, 4.66827, 2.36339], [2.43977, -0.50951, 3.14597], [-4.77066, -7.43147, 4.08564], [0.54344, 5.16409, 0.71885], [-2.07755, -1.48407, -3.19109], [-4.60607, -3.02921, 2.20162], [-3.80468, 3.26371, -0.89895], [-2.63695, -1.24527, -1.14768], [-0.91594, -3.43145, 1.76354], [-5.29862, 2.38566, 2.83915], [-2.43454, -6.96640, 4.64603], [2.68294, 2.24592, -2.53923], [-0.09698, -0.43738, -6.34813], [-0.25075, 3.71142, -1.21469], [-1.78426, -7.66297, 1.30540], [-4.30478, 3.70426, -1.74923], [-0.81800, -4.73785, 2.09099], [-5.50138, -5.15032, 2.91498], [-1.99597, -2.32182, -4.29669], [-4.99987, -1.87165, -1.39076], [2.41088, 1.24223, 1.89635], [-5.66088, -3.81181, 2.56273], [-2.99607, -4.03504, -2.34242], [1.60073, 2.35610, 2.17127], [1.21674, 1.28408, -6.23033], [1.09281, 3.12216, 1.11073], [-4.01196, 3.54239, 0.44738], [-2.91313, -1.88471, -1.98840], [0.21106, -2.53916, 1.30341], [-3.13056, 2.48149, 2.66336], [-4.72700, -1.98865, 1.93334], [-3.29298, -3.55402, -0.67867], [-0.00589, 1.49115, -4.43856], [-4.39546, -1.61571, -2.26379], [-1.82758, 2.69349, -4.55841], [1.05634, 1.81000, 4.18679], [1.34270, 1.43336, -5.15639], [2.26346, 1.70461, -0.48549], [-2.42192, 1.92649, 0.33422], [3.18315, -1.15295, 0.99898], [3.31440, -0.75015, -0.69826], [-1.85128, 1.59001, 4.16573], [1.87825, 2.37651, -5.02636], [3.48663, -0.36968, 0.30559], [-2.32956, -1.58249, 1.45079], [-0.70372, 0.14736, -4.37792], [-4.56817, -0.56404, -2.50009], [-2.81971, 2.26701, -0.94409], [-1.43362, -0.23690, -3.24316], [1.31634, 2.70054, 3.61546], [-2.76083, -7.49639, 0.84971], [-3.14571, -4.95091, 2.51308], [-1.29168, -1.94853, -5.42891], [-1.94679, 1.60678, 3.07741], [0.21247, 4.32721, 1.33354], [-1.01751, 2.01010, 2.66978], [-4.71331, 4.24876, 0.86465], [-4.25755, -5.73697, 2.89456], [-2.99965, 1.72509, -2.99870], [0.16867, 1.79453, -3.40538], [0.49388, 3.39836, 3.72850], [-2.68967, -3.33447, -1.56264], [-3.32664, -3.60095, 2.17822], [-4.42784, 1.77657, 3.08599], [-1.02845, -7.29509, 0.61110], [-3.86602, 4.48346, 3.09855], [-1.67215, -6.94643, 2.64656], [3.00395, 0.41626, 3.01038], [0.72579, -1.77849, 2.15597], [-4.74331, -2.21289, -3.11050], [-3.03708, 3.83274, 3.37963], [-2.42443, 1.52431, -2.08875], [-4.35598, -7.82180, 2.43227], [0.13199, -5.25778, 2.06333], [-4.08235, -7.18353, 3.27700], [-3.15755, 2.68082, 1.16318], [0.38832, -2.46212, 0.06262], [4.56296, -0.21093, 0.42372], [-0.88949, 2.55598, -5.09469], [-4.52271, 0.82105, 2.56631], [-1.12968, 2.26726, -6.12069], [2.70478, 1.37449, -1.89179], [-6.37228, -5.72242, 3.21035], [0.83575, 3.64684, -1.31724], [-1.64064, -3.51484, -1.32105], [-1.63947, -8.73633, 1.43546], [1.22489, 4.66717, -1.27498], [-3.06989, 3.69240, 4.46319], [-2.49813, -3.28094, -4.27752], [1.42224, 2.79454, -0.21768], [-0.82256, 4.11165, 1.04991], [4.03323, 0.14449, 2.77596], [-0.37185, 0.11583, 0.40234], [3.01640, 0.95339, 3.95422], [3.72576, 0.99685, -1.89385], [-4.43089, 1.58858, 4.16341], [-6.90399, -3.29485, 2.59519]], "relative_energy_kj_mol": 0.0, "homo_ha": -0.25503, "gap_ha": 0.256}


no.,E_LUMO (eV)
1,0.826
2,0.014